Density functional theory data (the ωB97M-V functional and the def2-TZVPD basis) for 2 unconnected molecules or ions with the total composition C4H9NO.

Its energy above the lowest of the compared OMol25 structures with the same formula, charge and spin is 89.9 kcal/mol. The spin multiplicity is 1. For the gap between HOMO and LUMO, the calculation gives 8.679 eV. Its charge is 0. The HOMO energy comes out at -8.677 eV.

Element x y z (Å)
C -0.570 2.019 0.274
C 0.688 -0.591 -0.455
C 1.757 -0.484 0.565
C -0.442 -1.413 -0.144
O -0.052 -2.582 -0.254
N -1.725 -1.040 0.096
H -0.736 1.508 1.226
H -1.520 2.379 -0.130
H 0.103 2.866 0.425
H -0.108 1.337 -0.454
H 2.638 -0.980 0.141
H 2.058 0.569 0.643
H 1.555 -0.889 1.564
H -2.016 -0.098 -0.120
H -2.417 -1.767 -0.028

Results of the natural (NBO) charge analysis, in e, for atoms 1 through 6:
1 C -0.865
2 C 0.120
3 C -0.759
4 C 0.488
5 O -0.582
6 N -0.817

=====

Density functional theory data (the ωB97M-V functional and the def2-TZVPD basis) for 2 unconnected molecules or ions with the total composition C4H9NO.

Its energy above the lowest of the compared OMol25 structures with the same formula, charge and spin is 52.8 kcal/mol. The spin multiplicity is 1. For the gap between HOMO and LUMO, the calculation gives 10.426 eV. Its charge is 0. The HOMO energy comes out at -9.587 eV.

Element x y z (Å)
C -1.470 1.655 0.029
C -0.351 -1.112 0.591
O -1.225 1.217 1.126
N -1.013 -1.301 -0.465
H -1.856 -1.861 -0.348
H -0.596 -1.544 1.571
H -1.883 1.008 -0.759
H 0.633 0.850 -1.038
H -1.352 2.722 -0.213
C 1.070 -0.533 0.538
C 1.396 0.100 -0.797
H 2.365 0.591 -0.769
H 1.391 -0.647 -1.584
H 1.760 -1.349 0.777
H 1.131 0.204 1.343

Results of the natural (NBO) charge analysis, in e, for atoms 1 through 6:
1 C 0.275
2 C 0.192
3 O -0.513
4 N -0.691
5 H 0.343
6 H 0.152

=====

Density functional theory data (the ωB97M-V functional and the def2-TZVPD basis) for C4H9NO in the gas phase.

Its energy above the lowest of the compared OMol25 structures with the same formula, charge and spin is 35.5 kcal/mol. The spin multiplicity is 1. For the gap between HOMO and LUMO, the calculation gives 10.782 eV. Its charge is 0. The HOMO energy comes out at -9.649 eV.

Element x y z (Å)
C 1.982 0.824 0.610
C 1.453 -0.276 -0.304
N 0.018 -0.236 -0.257
C -0.686 -1.103 0.323
O -2.024 -0.982 0.359
C -2.487 0.220 -0.259
H 1.785 0.575 1.658
H 3.056 0.987 0.475
H 1.451 1.756 0.389
H 1.887 -1.256 -0.044
H 1.737 -0.057 -1.341
H -0.356 -2.014 0.839
H -3.555 0.091 -0.423
H -1.957 0.394 -1.198
H -2.286 1.076 0.395

Results of the natural (NBO) charge analysis, in e, for atoms 1 through 6:
1 C -0.605
2 C -0.229
3 N -0.520
4 C 0.406
5 O -0.499
6 C -0.268

=====

Density functional theory data (the ωB97M-V functional and the def2-TZVPD basis) for C4H9NO in the gas phase.

Its energy above the lowest of the compared OMol25 structures with the same formula, charge and spin is 53.8 kcal/mol. The spin multiplicity is 1. For the gap between HOMO and LUMO, the calculation gives 10.061 eV. Its charge is 0. The HOMO energy comes out at -9.289 eV.

Element x y z (Å)
C -1.231 -1.058 0.225
N -0.343 -0.289 -0.455
C 0.235 0.806 0.338
C 1.024 0.706 1.596
C -0.177 -0.570 -1.967
O -1.540 -0.980 1.507
H -1.580 -1.925 -0.329
H 0.872 1.330 -0.470
H -0.573 1.494 0.547
H 0.875 -0.104 2.353
H 0.771 1.521 2.225
H 2.127 0.758 1.263
H -0.573 -1.599 -2.182
H 0.900 -0.340 -2.072
H -0.787 0.250 -2.579

Results of the natural (NBO) charge analysis, in e, for atoms 1 through 6:
1 C 0.503
2 N -0.426
3 C -0.215
4 C -0.631
5 C -0.405
6 O -0.660

=====

Density functional theory data (the ωB97M-V functional and the def2-TZVPD basis) for C4H9NO in the gas phase.

Its energy above the lowest of the compared OMol25 structures with the same formula, charge and spin is 52.0 kcal/mol. The spin multiplicity is 1. For the gap between HOMO and LUMO, the calculation gives 9.773 eV. Its charge is 0. The HOMO energy comes out at -8.736 eV.

Element x y z (Å)
C 0.751 0.286 1.244
C -0.313 -0.639 0.675
C -0.377 0.156 -1.560
C -0.918 0.807 -2.644
H 2.074 0.146 2.810
H 2.020 -1.188 1.787
H 1.337 0.721 0.397
H 0.313 1.175 1.764
H 0.213 -1.529 0.323
H -1.018 -0.918 1.443
H 0.672 -0.262 -1.552
H -1.923 1.304 -2.604
H -0.310 0.862 -3.541
N 1.474 -0.489 2.269
O -1.069 -0.069 -0.375

Results of the natural (NBO) charge analysis, in e, for atoms 1 through 6:
1 C -0.245
2 C -0.064
3 C 0.129
4 C -0.509
5 H 0.367
6 H 0.352

=====

Density functional theory data (the ωB97M-V functional and the def2-TZVPD basis) for C4H9NO in the gas phase.

Its energy above the lowest of the compared OMol25 structures with the same formula, charge and spin is 57.0 kcal/mol. The spin multiplicity is 1. For the gap between HOMO and LUMO, the calculation gives 10.377 eV. Its charge is 0. The HOMO energy comes out at -9.357 eV.

Element x y z (Å)
C 2.185 0.551 -0.195
O 0.791 0.432 -0.317
C 0.284 -0.735 0.283
C -1.225 -0.724 0.177
C -1.960 0.552 0.289
N -1.865 -0.147 -0.996
H 2.470 1.492 -0.674
H 2.707 -0.279 -0.694
H 2.499 0.573 0.861
H 0.582 -0.787 1.345
H 0.695 -1.627 -0.219
H -1.695 -1.637 0.543
H -1.367 1.454 0.424
H -2.952 0.572 0.733
H -1.151 0.309 -1.561

Results of the natural (NBO) charge analysis, in e, for atoms 1 through 6:
1 C -0.243
2 O -0.552
3 C -0.071
4 C -0.108
5 C -0.266
6 N -0.582

=====

Density functional theory data (the ωB97M-V functional and the def2-TZVPD basis) for a molecular structure, C4H9NO.

Its energy above the lowest of the compared OMol25 structures with the same formula, charge and spin is 114.4 kcal/mol. The spin multiplicity is 1. For the gap between HOMO and LUMO, the calculation gives 7.679 eV. Its charge is 0. The HOMO energy comes out at -7.502 eV.

Element x y z (Å)
C -0.228 -1.787 -0.869
C -0.015 -0.498 -1.443
C -0.524 0.659 -0.810
C 0.004 0.947 0.487
N -0.355 2.107 1.120
O 0.784 0.192 1.083
H -0.247 -2.599 -1.586
H -0.835 -1.730 0.016
H 0.775 -1.204 -0.543
H 0.534 -0.397 -2.393
H 0.440 -5.677 2.700
H -0.281 -5.574 2.831
H -1.094 1.392 -1.356
H -0.688 2.910 0.641
H 0.066 2.202 2.013

Results of the natural (NBO) charge analysis, in e, for atoms 1 through 6:
1 C -0.574
2 C -0.009
3 C -0.559
4 C 0.610
5 N -0.829
6 O -0.716

=====

Density functional theory data (the ωB97M-V functional and the def2-TZVPD basis) for 2 unconnected molecules or ions with the total composition C4H9NO.

Its energy above the lowest of the compared OMol25 structures with the same formula, charge and spin is 144.3 kcal/mol. The spin multiplicity is 1. For the gap between HOMO and LUMO (alpha / beta), the calculation gives 6.495 / 7.925 eV. Its charge is 0. The HOMO energy (alpha / beta) comes out at -6.791 / -7.647 eV.

Element x y z (Å)
C -1.410 0.459 0.403
C -0.888 -0.197 -0.812
N 0.362 0.421 -1.295
C 0.420 -0.868 -0.574
C 0.879 -0.763 0.826
O 1.226 1.218 1.146
H -2.033 -0.184 1.035
H 0.229 1.229 1.281
H -1.865 1.438 0.229
H -1.507 -0.637 -1.604
H 0.491 0.248 -2.290
H 0.794 -1.703 -1.172
H 1.917 -1.007 1.048
H 0.171 -1.016 1.610
H 1.214 1.361 0.168

Results of the natural (NBO) charge analysis, in e, for atoms 1 through 6:
1 C -0.679
2 C -0.112
3 N -0.624
4 C -0.198
5 C -0.121
6 O -0.869

=====

Density functional theory data (the ωB97M-V functional and the def2-TZVPD basis) for C4H9NO in the gas phase.

Its energy above the lowest of the compared OMol25 structures with the same formula, charge and spin is 14.2 kcal/mol. The spin multiplicity is 1. For the gap between HOMO and LUMO, the calculation gives 10.511 eV. Its charge is 0. The HOMO energy comes out at -9.550 eV.

Element x y z (Å)
C -0.394 -1.653 -0.854
C 0.841 -0.763 -1.023
N 0.526 0.631 -0.706
C 0.542 0.937 0.646
O 1.420 0.486 1.359
C -0.600 1.669 1.331
H -0.146 -2.714 -0.962
H -1.173 -1.413 -1.589
H -0.822 -1.511 0.146
H 1.619 -1.054 -0.316
H 1.256 -0.844 -2.032
H -0.118 1.089 -1.335
H -1.485 1.852 0.720
H -0.256 2.590 1.809
H -0.878 0.993 2.151

Results of the natural (NBO) charge analysis, in e, for atoms 1 through 6:
1 C -0.621
2 C -0.225
3 N -0.639
4 C 0.681
5 O -0.610
6 C -0.716

=====

Density functional theory data (the ωB97M-V functional and the def2-TZVPD basis) for a molecular structure, C4H9NO.

Its energy above the lowest of the compared OMol25 structures with the same formula, charge and spin is 106.0 kcal/mol. The spin multiplicity is 1. For the gap between HOMO and LUMO, the calculation gives 8.372 eV. Its charge is 0. The HOMO energy comes out at -7.697 eV.

Element x y z (Å)
C -1.276 -0.820 0.363
N -0.375 0.322 0.344
C -0.987 1.465 -0.306
C 0.909 0.006 -0.189
C 1.887 -0.715 0.536
O 2.681 -1.305 -0.277
H -1.534 -1.178 -0.651
H -2.199 -0.545 0.885
H -0.818 -1.650 0.909
H -1.918 1.725 0.207
H -0.317 2.329 -0.246
H -1.221 1.278 -1.372
H 1.386 0.829 -0.731
H 1.769 -0.890 -1.082
H 2.013 -0.852 1.611

Results of the natural (NBO) charge analysis, in e, for atoms 1 through 6:
1 C -0.404
2 N -0.444
3 C -0.408
4 C -0.429
5 C 0.333
6 O -0.614

=====

Density functional theory data (the ωB97M-V functional and the def2-TZVPD basis) for C4H9NO in the gas phase.

Its energy above the lowest of the compared OMol25 structures with the same formula, charge and spin is 43.0 kcal/mol. The spin multiplicity is 1. For the gap between HOMO and LUMO, the calculation gives 10.711 eV. Its charge is 0. The HOMO energy comes out at -9.657 eV.

Element x y z (Å)
C -1.862 -0.196 -0.047
C -0.620 0.685 -0.141
O -0.377 1.345 1.085
C 0.578 -0.141 -0.581
C 1.934 0.100 -0.052
N 1.125 -1.013 0.455
H -2.707 0.381 0.340
H -2.137 -0.615 -1.021
H -1.663 -1.030 0.639
H -0.780 1.485 -0.874
H -0.304 0.654 1.759
H 0.504 -0.542 -1.594
H 2.083 0.904 0.663
H 2.786 -0.123 -0.692
H 1.438 -1.895 0.061

Results of the natural (NBO) charge analysis, in e, for atoms 1 through 6:
1 C -0.636
2 C 0.089
3 O -0.713
4 C -0.112
5 C -0.258
6 N -0.617

=====

Density functional theory data (the ωB97M-V functional and the def2-TZVPD basis) for a molecular structure, C4H9NO.

Its energy above the lowest of the compared OMol25 structures with the same formula, charge and spin is 92.1 kcal/mol. The spin multiplicity is 1. For the gap between HOMO and LUMO, the calculation gives 9.891 eV. Its charge is 0. The HOMO energy comes out at -9.335 eV.

Element x y z (Å)
C 0.228 -1.379 -0.527
N 0.557 -0.138 0.134
C 1.666 0.602 -0.432
C -0.440 0.635 0.674
O -0.282 1.754 1.174
C -1.831 0.209 0.856
H 1.134 -1.984 -0.632
H -0.498 -1.940 0.067
H -0.185 -1.212 -1.536
H 1.488 0.818 -1.498
H 2.589 0.025 -0.336
H 1.762 1.541 0.114
H -2.142 0.520 1.880
H -2.573 -0.366 0.335
H -1.472 0.915 -0.274

Results of the natural (NBO) charge analysis, in e, for atoms 1 through 6:
1 C -0.413
2 N -0.426
3 C -0.418
4 C 0.515
5 O -0.658
6 C -0.598

=====

Density functional theory data (the ωB97M-V functional and the def2-TZVPD basis) for C4H9NO in the gas phase.

Its energy above the lowest of the compared OMol25 structures with the same formula, charge and spin is 43.5 kcal/mol. The spin multiplicity is 1. For the gap between HOMO and LUMO, the calculation gives 9.960 eV. Its charge is 0. The HOMO energy comes out at -8.981 eV.

Element x y z (Å)
C -1.219 0.199 -1.555
N -0.873 0.097 -0.123
C -1.852 -0.767 0.540
C 0.475 -0.404 0.055
C 1.445 0.686 0.494
O 2.570 0.407 0.823
H -1.434 -0.813 -1.931
H -0.391 0.638 -2.106
H -2.106 0.816 -1.682
H -2.885 -0.451 0.396
H -1.800 -1.774 0.098
H -1.653 -0.826 1.604
H 0.572 -1.169 0.826
H 0.893 -0.831 -0.865
H 1.136 1.738 0.537

Results of the natural (NBO) charge analysis, in e, for atoms 1 through 6:
1 C -0.414
2 N -0.440
3 C -0.412
4 C -0.346
5 C 0.436
6 O -0.527

=====

Density functional theory data (the ωB97M-V functional and the def2-TZVPD basis) for C4H9NO in the gas phase.

Its energy above the lowest of the compared OMol25 structures with the same formula, charge and spin is 63.9 kcal/mol. The spin multiplicity is 1. For the gap between HOMO and LUMO, the calculation gives 9.982 eV. Its charge is 0. The HOMO energy comes out at -9.047 eV.

Element x y z (Å)
C -0.232 -1.175 0.237
C -0.835 0.220 -0.354
C -0.061 1.176 0.405
C 1.027 1.672 -0.203
H 1.460 -2.206 0.126
H 1.851 -0.702 0.308
H -0.377 -1.190 1.319
H -0.840 -1.914 -0.191
H -0.703 0.350 -1.476
H -2.767 -0.460 -0.481
H -0.567 1.686 1.318
H 1.364 1.176 -1.134
H 1.688 2.471 0.329
N 1.172 -1.310 -0.175
O -2.179 0.206 -0.028

Results of the natural (NBO) charge analysis, in e, for atoms 1 through 6:
1 C -0.222
2 C 0.059
3 C -0.219
4 C -0.421
5 H 0.352
6 H 0.365

=====

Density functional theory data (the ωB97M-V functional and the def2-TZVPD basis) for C4H9NO in the gas phase.

Its energy above the lowest of the compared OMol25 structures with the same formula, charge and spin is 107.8 kcal/mol. The spin multiplicity is 1. For the gap between HOMO and LUMO (alpha / beta), the calculation gives 7.648 / 7.120 eV. Its charge is 0. The HOMO energy (alpha / beta) comes out at -6.831 / -6.313 eV.

Element x y z (Å)
C -1.047 -0.259 -0.783
C 1.669 0.512 -1.625
O 1.877 -0.189 -0.479
C 1.024 -0.413 0.442
N -0.248 0.106 0.397
C -0.962 0.068 1.660
H -0.422 -0.755 -1.529
H -1.857 -0.936 -0.490
H -1.479 0.633 -1.249
H 2.626 0.751 -2.073
H 0.920 1.295 -1.525
H 1.380 -1.008 1.276
H -1.051 -0.955 2.063
H -1.971 0.459 1.512
H -0.459 0.694 2.404

Results of the natural (NBO) charge analysis, in e, for atoms 1 through 6:
1 C -0.427
2 C -0.368
3 O -0.348
4 C 0.307
5 N -0.459
6 C -0.408

=====

Density functional theory data (the ωB97M-V functional and the def2-TZVPD basis) for C4H9NO in the gas phase.

Its energy above the lowest of the compared OMol25 structures with the same formula, charge and spin is 45.3 kcal/mol. The spin multiplicity is 1. For the gap between HOMO and LUMO, the calculation gives 10.619 eV. Its charge is 0. The HOMO energy comes out at -9.622 eV.

Element x y z (Å)
C -1.487 0.669 0.397
C -0.831 -0.131 -0.705
N 0.392 0.436 -1.281
C 0.479 -0.778 -0.474
C 1.216 -0.568 0.851
O 1.387 0.774 1.149
H -2.162 0.025 0.971
H -0.738 1.072 1.042
H -2.079 1.488 -0.025
H -1.498 -0.631 -1.411
H 0.479 0.241 -2.272
H 0.683 -1.716 -0.993
H 2.191 -1.077 0.796
H 0.642 -1.049 1.661
H 1.328 1.245 0.293

Results of the natural (NBO) charge analysis, in e, for atoms 1 through 6:
1 C -0.637
2 C -0.072
3 N -0.634
4 C -0.113
5 C -0.071
6 O -0.728